(1)
C32H32BrCoN8O2Sb as an isolated structure, computed with ωB97M-V/def2-TZVPD.

XYZ file:
```
77
Properties=species:S:1:pos:R:3:forces:R:3:lowdin_spin:R:1
Co -0.247 0.273 -0.029 -0.032 -0.185 -0.070 0.995
C 1.047 2.134 5.353 0.003 -0.008 -0.011 0.000
C 0.644 2.747 4.177 -0.002 0.015 0.014 0.000
C 0.214 1.983 3.102 0.001 -0.008 -0.031 0.000
C 0.172 0.600 3.209 0.027 0.011 0.040 0.002
C 0.588 -0.022 4.384 -0.006 0.003 0.008 0.001
C 1.022 0.747 5.449 0.001 -0.004 0.001 0.000
N -0.283 -0.154 2.077 -0.027 0.003 -0.130 0.015
N -0.623 -1.319 2.356 0.014 -0.002 0.032 -0.004
C -0.991 -2.087 1.238 0.002 0.006 -0.032 -0.007
C -1.494 -3.359 1.501 -0.001 0.013 0.004 -0.002
C -1.878 -4.162 0.443 0.003 -0.011 0.000 0.000
C -1.741 -3.675 -0.852 0.007 0.025 -0.003 -0.002
C -1.228 -2.404 -1.088 0.013 -0.011 -0.001 -0.006
C -0.826 -1.556 -0.052 0.001 0.034 0.053 -0.046
H 1.387 2.730 6.190 -0.003 0.003 -0.001 0.000
H 0.663 3.826 4.093 0.000 -0.001 -0.008 0.000
H -0.078 2.450 2.173 -0.012 0.007 0.023 0.000
H 0.566 -1.100 4.449 -0.001 0.001 -0.007 0.000
H 1.346 0.263 6.361 0.000 -0.005 -0.003 0.000
H -1.581 -3.688 2.528 -0.003 -0.008 -0.001 0.000
H -2.278 -5.152 0.618 0.001 0.000 0.005 0.000
H -2.039 -4.293 -1.691 -0.002 -0.005 0.003 0.000
H -1.138 -2.083 -2.121 -0.010 0.001 -0.002 0.000
C 2.362 -1.940 -1.332 0.010 -0.014 -0.004 0.000
C 2.706 -0.689 -0.611 0.019 0.011 0.046 0.000
N 1.870 0.112 0.011 0.082 0.023 -0.067 0.018
C 2.614 1.156 0.519 0.033 -0.005 0.002 0.001
C 3.918 0.983 0.195 -0.009 -0.004 0.009 0.001
N 3.975 -0.198 -0.521 0.002 -0.019 -0.007 0.000
C 5.133 -0.710 -1.214 -0.003 -0.007 -0.007 0.000
N 4.991 -0.598 -2.644 -0.064 -0.012 0.023 0.000
N 4.875 -1.719 -3.398 0.062 0.012 -0.017 0.000
N 4.600 -1.399 -4.601 -0.049 -0.015 0.016 0.000
C 4.493 -0.024 -4.674 0.024 0.014 0.009 0.000
C 4.196 0.809 -5.756 0.012 0.001 -0.008 0.000
C 4.164 2.161 -5.514 -0.001 -0.004 -0.004 0.000
C 4.417 2.686 -4.229 -0.002 -0.007 0.006 0.000
C 4.703 1.878 -3.152 0.015 0.017 0.001 0.000
C 4.738 0.504 -3.408 0.016 -0.002 -0.026 0.000
H 1.375 -2.266 -1.020 -0.010 0.004 0.004 0.000
H 3.083 -2.732 -1.123 0.005 0.008 -0.002 0.000
H 2.355 -1.786 -2.413 -0.012 -0.003 -0.012 0.000
H 2.151 1.954 1.072 -0.005 0.001 -0.001 0.000
H 4.800 1.559 0.413 0.000 0.002 0.005 0.000
H 5.286 -1.768 -1.008 -0.002 0.004 -0.002 0.000
H 6.000 -0.148 -0.872 0.002 0.002 0.002 0.000
H 4.005 0.393 -6.736 -0.002 0.005 -0.001 0.000
H 3.938 2.847 -6.320 -0.002 -0.006 -0.005 0.000
H 4.372 3.758 -4.086 0.001 0.001 0.005 0.000
H 4.876 2.290 -2.168 -0.001 0.000 -0.004 0.000
C 0.360 -0.554 -4.372 -0.001 0.005 -0.026 0.006
Sb -0.289 0.661 -2.730 -0.018 0.017 0.227 0.007
C 0.780 2.422 -3.280 0.027 0.031 -0.012 -0.001
C -2.205 1.203 -3.493 -0.024 -0.014 -0.041 0.003
H 0.026 -0.111 -5.310 -0.004 0.003 0.004 0.001
H -0.042 -1.562 -4.288 0.004 -0.002 -0.004 0.000
H 1.449 -0.611 -4.380 0.006 0.000 0.013 0.000
H 0.535 2.734 -4.295 -0.014 -0.020 -0.002 0.000
H 1.850 2.224 -3.216 -0.016 0.000 0.005 0.000
H 0.531 3.214 -2.576 -0.004 0.001 -0.004 0.000
H -2.115 1.673 -4.471 0.013 -0.007 -0.002 0.000
H -2.687 1.886 -2.795 0.012 0.006 0.006 0.000
H -2.822 0.309 -3.573 -0.003 0.004 0.004 0.000
Br -0.809 7.732 0.010 0.000 -0.004 0.001 0.000
C -1.837 6.146 0.048 -0.008 0.015 -0.005 0.000
C -3.222 6.226 0.102 0.016 0.002 -0.001 0.000
N -4.001 5.150 0.130 -0.011 -0.008 -0.004 0.000
C -3.415 3.956 0.106 0.007 0.009 0.006 0.000
C -2.037 3.786 0.053 -0.003 -0.004 -0.012 0.001
C -1.224 4.910 0.023 0.011 -0.012 0.011 0.000
C -1.441 2.414 0.027 0.037 0.041 -0.001 -0.001
O -2.169 1.405 0.028 -0.056 0.057 -0.041 0.023
O -0.168 2.313 -0.004 -0.055 -0.002 0.035 -0.006
H -3.711 7.192 0.122 -0.007 -0.002 0.000 0.000
H -4.056 3.084 0.132 -0.005 0.001 -0.001 0.000
H -0.149 4.801 -0.019 0.000 0.005 -0.001 0.000
```
Forces are in eV/Å.

Computed properties:
Highest occupied orbital energy (spin up / spin down) ... -7.59 / -8.09 eV
Spin multiplicity ... 2
Energy above the lowest of the compared OMol25 structures with the same formula, charge and spin ... 6.92 kJ/mol
HOMO-LUMO gap (spin up / spin down) ... 7.360 / 7.865 eV
Expectation value of S² ... 0.7652

=====

(2)
C32H32ClIP3V as an isolated structure at a distorted geometry, computed with ωB97M-V/def2-TZVPD.

XYZ file:
```
70
Properties=species:S:1:pos:R:3:forces:R:3:lowdin_spin:R:1
V 0.409 1.110 0.494 0.805 1.579 1.368 1.134
I 3.841 2.152 -1.537 -0.271 0.070 0.092 0.007
C 1.456 4.563 -0.970 -0.091 0.016 0.083 -0.001
C 2.384 5.479 -1.307 0.153 -0.287 0.011 -0.001
C 2.060 6.874 -1.238 -0.212 0.036 0.050 0.000
C 0.805 7.340 -0.915 -0.026 0.162 0.011 0.000
C -0.205 6.449 -0.546 0.238 -0.271 -0.116 0.000
C -1.512 6.887 -0.181 -0.336 0.038 0.061 0.000
C -2.614 6.106 0.031 0.213 0.339 -0.037 0.000
C -2.748 4.664 0.082 -0.017 -0.501 0.055 0.000
C -1.770 3.821 0.459 0.200 0.161 0.051 0.000
P -1.843 1.984 0.431 -1.625 0.501 -0.033 0.003
C -2.822 1.541 -1.022 0.264 -0.122 0.016 -0.002
C -2.188 1.020 -2.152 -0.096 0.090 0.134 0.002
C -2.932 0.717 -3.281 0.076 -0.046 -0.088 0.000
C -4.302 0.938 -3.288 0.012 0.008 0.017 0.000
C -4.936 1.442 -2.157 -0.074 0.023 0.021 0.000
C -4.206 1.736 -1.019 0.065 -0.036 0.028 -0.001
C -2.864 1.519 1.852 0.113 0.076 0.017 0.005
C -3.071 2.399 2.913 0.022 -0.040 -0.157 0.000
C -3.893 2.021 3.964 0.004 0.029 0.083 0.000
C -4.499 0.771 3.959 0.003 0.039 0.017 -0.001
C -4.273 -0.115 2.911 -0.027 -0.036 -0.040 0.000
C -3.453 0.252 1.855 0.062 0.045 0.051 0.000
C 0.098 4.996 -0.544 0.169 0.102 0.057 0.000
H 3.373 5.188 -1.640 -0.002 0.012 0.015 0.000
H 2.840 7.589 -1.473 -0.015 0.009 -0.039 0.000
H 0.605 8.404 -0.913 0.029 -0.003 -0.015 0.000
H -1.664 7.960 -0.175 -0.009 -0.007 0.006 0.000
H -3.551 6.644 0.138 0.017 0.018 0.029 0.000
H -3.733 4.276 -0.147 -0.003 0.012 -0.049 0.000
H -1.122 0.832 -2.135 -0.009 -0.036 -0.084 0.001
H -2.449 0.292 -4.151 -0.006 0.020 0.002 0.000
H -4.882 0.703 -4.170 0.000 -0.013 0.009 0.000
H -6.008 1.589 -2.158 0.009 0.000 -0.007 0.000
H -4.710 2.084 -0.126 -0.032 0.008 -0.010 0.000
H -2.610 3.380 2.909 -0.068 0.001 0.057 0.000
H -4.068 2.707 4.783 -0.019 -0.015 -0.007 0.000
H -5.156 0.489 4.771 0.011 -0.013 0.002 0.000
H -4.750 -1.085 2.910 -0.002 0.002 -0.008 0.000
H -3.289 -0.434 1.032 -0.058 -0.015 -0.029 0.000
C -0.776 0.022 4.021 -0.095 -0.032 -0.268 -0.003
P 0.203 -0.251 2.516 0.377 -0.301 0.885 -0.018
C 0.568 -2.030 2.514 -0.086 0.110 -0.171 -0.005
C 1.737 0.670 2.792 -0.162 -0.028 -0.072 -0.001
C 2.648 0.599 3.839 0.074 -0.003 0.002 0.002
C 3.648 1.559 3.900 -0.003 -0.101 0.105 -0.004
C 3.712 2.588 2.960 -0.117 0.090 -0.240 -0.003
C 2.809 2.648 1.910 0.215 0.110 0.109 -0.010
C 1.829 1.662 1.808 -0.610 -0.070 -0.159 -0.054
P 1.525 2.734 -1.207 0.583 0.320 -0.493 -0.004
C -0.404 4.384 0.769 -0.215 -0.062 -0.091 0.001
C 0.900 2.655 -2.928 -0.050 -0.119 0.018 -0.001
H -0.205 -0.355 4.871 0.041 -0.031 -0.018 -0.001
H -1.719 -0.521 3.952 0.021 0.054 0.034 0.000
H -0.973 1.081 4.162 -0.025 0.034 0.006 0.000
H 0.954 -2.300 3.497 -0.009 -0.007 0.016 -0.001
H 1.311 -2.273 1.757 -0.009 0.010 -0.008 0.000
H -0.341 -2.601 2.323 -0.001 -0.003 0.001 0.000
H 2.579 -0.174 4.594 0.024 0.008 0.008 0.000
H 4.380 1.524 4.696 -0.024 -0.007 0.012 0.000
H 4.479 3.347 3.043 0.021 -0.027 0.044 0.000
H 2.890 3.461 1.199 0.016 0.003 -0.023 -0.001
H 0.274 3.615 1.140 0.095 0.088 0.057 0.000
H -0.462 5.155 1.544 0.024 -0.052 0.034 0.000
H -0.560 4.594 -1.346 -0.041 0.062 -0.003 0.000
H 1.497 3.302 -3.570 0.032 0.029 0.050 0.000
H -0.150 2.948 -2.983 -0.007 -0.027 0.033 0.000
H 1.005 1.629 -3.286 -0.056 -0.004 0.024 0.000
Cl 0.936 -0.444 -0.642 0.523 -2.000 -1.520 -0.041
```
Forces are in eV/Å.

Computed properties:
Total charge ... +3
Highest occupied orbital energy (spin up / spin down) ... -16.97 / -16.95 eV
Spin multiplicity ... 2
Energy above the lowest of the compared OMol25 structures with the same formula, charge and spin ... 30.13 kJ/mol
HOMO-LUMO gap (spin up / spin down) ... 6.156 / 6.138 eV
Expectation value of S² ... 0.7789

=====

(3)
C32H32ClN3O8S as an isolated structure at a distorted geometry, computed with ωB97M-V/def2-TZVPD.

XYZ file:
```
77
Properties=species:S:1:pos:R:3:forces:R:3:mulliken_charge:R:1
C 2.618 -2.921 2.929 0.705 0.465 0.001 -1.281
C 2.707 -1.749 1.939 -0.394 -0.055 -0.250 -0.513
C 1.337 -1.343 1.351 0.998 -0.288 0.414 -0.060
C 1.576 -0.678 0.008 -0.104 -0.131 -0.200 -1.184
N 0.382 -0.195 -0.724 0.264 0.180 0.363 -0.063
C -0.759 0.118 0.023 -0.209 0.070 0.012 0.212
C -1.880 -0.766 -0.115 -0.417 0.248 0.241 -0.870
C -3.057 -0.623 0.561 -0.022 -0.248 -0.587 0.172
C -4.159 -1.628 0.398 0.039 -0.359 0.700 -1.874
C -4.171 -2.623 1.586 -0.420 0.055 0.043 0.349
C -5.154 -2.259 2.705 0.084 0.194 -0.073 -1.205
Cl -4.595 -4.262 0.941 0.114 -0.047 0.019 -0.229
C -3.179 0.494 1.438 0.163 -0.548 -0.427 0.418
N -4.242 0.815 2.175 0.087 0.389 0.216 -0.580
S -3.834 2.167 2.958 -0.332 -0.376 -0.192 0.125
N -2.356 2.391 2.401 0.303 0.058 0.041 -0.532
C -2.078 1.381 1.559 0.001 0.424 0.438 1.239
C -0.849 1.201 0.864 0.468 -0.085 0.050 0.287
C 0.234 2.233 1.059 -0.751 0.198 -0.136 -1.395
O 1.392 1.745 1.723 0.182 -0.493 -0.094 -0.082
O 1.712 2.650 2.774 0.176 0.418 0.128 -0.486
H 3.024 -3.817 2.469 -0.313 -0.296 -0.001 0.301
H 3.260 -2.718 3.784 -0.011 -0.066 0.184 0.347
H 1.613 -3.085 3.304 -0.146 -0.100 -0.065 0.377
H 3.179 -0.886 2.402 -0.020 0.160 0.051 0.277
H 3.348 -2.021 1.099 0.186 -0.124 0.025 0.308
H 0.878 -0.689 2.082 -0.438 0.108 -0.077 0.260
H 0.765 -2.266 1.261 -0.373 0.084 -0.215 0.458
H 2.323 0.104 0.111 -0.056 0.279 0.114 0.194
H 2.028 -1.441 -0.624 0.015 0.005 -0.212 0.602
H 0.168 -0.844 -1.466 -0.057 -0.154 0.071 0.331
H -1.757 -1.602 -0.791 -0.037 -0.129 -0.032 0.477
H -4.025 -2.215 -0.503 0.127 0.169 -0.236 0.567
H -5.136 -1.152 0.373 -0.064 0.132 -0.188 0.548
H -3.176 -2.718 2.003 0.189 -0.167 -0.157 0.405
H -5.868 -3.054 2.876 -0.067 -0.126 0.052 0.427
H -5.693 -1.354 2.451 -0.142 0.095 -0.030 0.283
H -4.634 -2.055 3.636 0.102 -0.050 0.126 0.246
H 0.488 2.658 0.088 0.358 -0.041 -0.060 0.312
H -0.176 3.017 1.685 -0.031 0.172 -0.046 0.501
H 1.688 2.084 3.557 -0.109 -0.161 -0.062 0.312
C -5.803 7.692 4.509 -0.040 -0.036 0.022 -0.378
C -6.102 6.436 4.828 -0.007 0.054 -0.018 -0.345
C -5.149 5.327 4.571 -0.030 0.006 0.030 0.604
O -5.429 4.183 4.863 0.043 0.083 0.012 -0.528
C -3.846 5.676 3.946 -0.016 -0.006 0.017 -0.248
C -3.548 6.932 3.628 0.010 -0.053 -0.001 -0.522
C -4.503 8.040 3.884 0.007 0.035 -0.007 0.361
O -4.231 9.185 3.596 0.000 -0.002 -0.002 -0.540
H -6.484 8.514 4.688 0.025 0.024 -0.013 0.400
H -7.044 6.161 5.285 0.011 -0.040 0.001 0.412
H -3.159 4.859 3.767 0.019 -0.004 0.008 0.385
H -2.606 7.207 3.172 -0.008 0.030 0.000 0.427
C -0.191 -1.932 -4.572 -0.029 0.018 0.034 -0.297
C -0.236 -1.812 -5.895 -0.017 0.007 0.020 -0.494
C 0.925 -2.196 -6.742 0.037 -0.021 -0.015 0.315
O 0.881 -2.084 -7.947 -0.020 0.005 -0.009 -0.544
C 2.136 -2.718 -6.058 -0.194 0.031 0.017 -0.368
C 2.175 -2.839 -4.734 -0.327 0.024 -0.065 -0.474
C 1.019 -2.457 -3.894 0.035 -0.040 -0.023 0.428
O 1.067 -2.567 -2.683 -0.078 0.090 0.020 -0.589
H -1.023 -1.658 -3.935 0.011 -0.008 0.013 0.433
H -1.107 -1.434 -6.415 0.022 -0.002 -0.034 0.429
H 2.967 -2.989 -6.692 0.037 0.011 -0.005 0.493
H 3.038 -3.215 -4.215 0.049 -0.090 0.019 0.662
C 6.450 -1.522 -2.502 -0.052 -0.010 -0.003 -0.527
C 5.499 -1.952 -3.327 0.003 -0.025 -0.051 -0.061
C 5.834 -2.498 -4.669 0.047 -0.008 -0.096 0.544
O 4.975 -2.891 -5.434 0.372 0.031 0.169 -0.486
C 7.267 -2.545 -5.049 0.051 0.013 0.009 -0.446
C 8.217 -2.116 -4.223 -0.016 -0.024 -0.049 -0.447
C 7.885 -1.571 -2.883 0.024 0.011 0.014 0.280
O 8.748 -1.182 -2.129 0.003 0.001 0.007 -0.530
H 6.228 -1.120 -1.521 0.029 0.007 0.004 0.448
H 4.451 -1.919 -3.061 -0.018 0.015 0.002 0.409
H 7.488 -2.946 -6.030 -0.040 -0.005 -0.007 0.418
H 9.268 -2.142 -4.483 0.009 0.014 0.033 0.399
```
Forces are in eV/Å.

Computed properties:
Highest occupied orbital energy ... -8.27 eV
Spin multiplicity ... 1
HOMO-LUMO gap ... 6.419 eV

=====

Question: Which value of spin multiplicity does entry 1 give?
Answer: 2

=====

Question: What is the formula in the second record?
Answer: C32H32ClIP3V

=====

Question: Which value of spin multiplicity does entry 2 give?
Answer: 2